Computed, not measured: a single C6H11P molecule, with ωB97M-V/def2-TZVPD.

Each line ends with the Mulliken charge.
Atoms and positions in Å:
C  0.83  -1.85  0.20  -1.22
C  0.57  -0.30  0.25  0.82
C  1.21  0.69  -0.68  -0.81
C  -0.02  1.61  -0.60  -0.55
C  -0.72  0.52  0.16  -0.19
P  -2.78  -0.02  -0.24  -0.02
C  0.08  0.45  1.48  -0.66
H  1.19  -2.24  1.16  0.30
H  1.69  -1.99  -0.61  0.30
H  -0.10  -2.21  -0.03  0.35
H  1.46  0.25  -1.63  0.37
H  2.19  1.17  -0.46  0.27
H  0.19  2.48  0.02  0.20
H  -0.57  1.88  -1.55  0.28
H  -2.68  -1.42  0.10  0.02
H  -2.58  -0.25  -1.63  0.04
H  -0.43  -0.18  2.24  0.29
H  0.49  1.41  1.82  0.19

Output
Energy   -15685.66982 eV
Relative energy (zero: lowest compared OMol25 entry of this formula, charge and spin)   50.1 kcal per mole
Highest occupied orbital energy   -8.793 eV
SMILES string   C[C@@]12CC[C@]1(P)C2